(1)
Here is a molecular structure, C28H42BrN3NiO2S2Si from the OMol25 dataset. Energies are from the ωB97M-V functional and the def2-TZVPD basis.

For the energy above the lowest of the compared OMol25 structures with the same formula, charge and spin, the calculation gives 1.226 eV. The spin multiplicity is 3. The expectation value of S² is 2.01.

CARTESIAN COORDINATES (ANGSTROEM)
Ni (0.4672, -2.1090, -2.8909)
C (-1.9893, -5.2220, 1.0325)
S (-2.5447, -5.4507, -0.6911)
C (-1.4627, -4.2961, -1.5895)
S (-0.3571, -3.3254, -0.8015)
N (-1.6792, -4.2927, -2.9076)
N (-0.8864, -3.4254, -3.6004)
C (-0.9488, -3.5063, -4.8969)
C (-0.3280, -2.5206, -5.7507)
C (-0.5794, -2.3849, -7.0916)
C (0.0347, -1.2294, -7.7015)
C (0.8796, -0.3811, -7.0558)
C (1.1543, -0.6659, -5.6966)
N (0.6128, -1.7540, -5.1130)
H (-2.0179, -4.1532, 1.3243)
H (-0.8847, -5.5305, 1.1011)
H (-2.6149, -5.9586, 1.5810)
H (-1.6338, -4.2311, -5.3330)
H (-1.1802, -3.0481, -7.7133)
H (-0.2224, -1.0248, -8.7438)
H (1.4170, 0.4541, -7.5860)
H (1.9074, -0.0378, -5.2457)
C (-1.3711, 1.7485, -2.6751)
C (-0.2863, 0.7365, -2.8907)
O (-0.6314, -0.4451, -2.9829)
C (1.1472, 1.0490, -2.8806)
C (1.4383, 2.4161, -3.2694)
C (2.7377, 2.7711, -3.3613)
C (3.7954, 1.9408, -2.9624)
C (3.5608, 0.6171, -2.6898)
C (2.1927, 0.1539, -2.6446)
O (2.0278, -1.0844, -2.4061)
H (-2.0249, 1.4364, -1.8777)
H (-2.0337, 1.6915, -3.5597)
H (-1.0712, 2.7623, -2.3954)
H (0.6459, 3.1055, -3.5149)
H (2.8812, 3.8082, -3.7758)
H (4.8054, 2.3150, -2.9966)
H (4.3277, -0.1627, -2.4576)
C (-2.2696, 1.7282, 5.2518)
C (-0.9136, 1.0729, 4.9934)
C (0.1570, 2.0577, 5.5655)
C (-0.9318, -0.2953, 5.6606)
Si (-0.6045, 0.6721, 3.1660)
Br (-2.7710, 0.0154, 2.5130)
C (-0.4952, 2.2889, 2.0940)
C (-1.5802, 3.4056, 2.5545)
C (-0.6548, 2.0808, 0.5514)
C (0.8495, 3.0110, 2.4032)
C (0.7039, -0.7128, 2.7267)
C (-0.0178, -2.1041, 2.9340)
C (1.0630, -0.6834, 1.2598)
C (1.9761, -0.4438, 3.6041)
H (-2.2917, 2.0506, 6.2615)
H (-3.0653, 0.9922, 5.1510)
H (-2.5251, 2.4640, 4.5789)
H (-0.1430, 2.2253, 6.6127)
H (0.0505, 3.0608, 5.0778)
H (1.1589, 1.7069, 5.4546)
H (-1.1665, -0.1950, 6.7883)
H (0.0320, -0.7368, 5.6380)
H (-1.6558, -0.9938, 5.2437)
H (-2.6435, 3.1085, 2.5501)
H (-1.5229, 4.2533, 1.8886)
H (-1.3146, 3.7670, 3.5099)
H (-1.2709, 1.2967, 0.0926)
H (0.3339, 2.0857, 0.0352)
H (-1.0996, 3.0077, 0.1328)
H (0.9959, 3.2600, 3.4028)
H (1.0509, 3.9378, 1.8020)
H (1.6756, 2.2754, 2.1721)
H (-0.9757, -2.0557, 2.3569)
H (-0.2198, -2.2118, 4.0036)
H (0.6581, -2.9037, 2.6214)
H (0.1876, -0.9495, 0.6596)
H (1.7791, -1.4315, 0.9613)
H (1.4469, 0.2738, 0.9604)
H (1.7172, -0.5258, 4.6594)
H (2.2812, 0.5623, 3.4449)
H (2.7304, -1.1837, 3.3722)

---

(2)
Here is a molecular structure, C23H40MoNO2P3 from the OMol25 dataset. Energies are from the ωB97M-V functional and the def2-TZVPD basis.

For the energy above the lowest of the compared OMol25 structures with the same formula, charge and spin, the calculation gives 0.000 eV. The spin multiplicity is 3. The net charge is +4. The expectation value of S² is 2.02.

CARTESIAN COORDINATES (ANGSTROEM)
P (3.3055, -1.6358, -0.1182)
C (3.9780, -1.6241, 1.6060)
H (4.8053, -2.3372, 1.7126)
H (3.1548, -1.9169, 2.2702)
H (4.3032, -0.6153, 1.8835)
C (4.2866, -3.0323, -0.8192)
H (4.6434, -2.7581, -1.8189)
H (3.6028, -3.8872, -0.9077)
H (5.1267, -3.2967, -0.1677)
C (4.2668, -0.2433, -0.8577)
H (5.1948, -0.6164, -1.3136)
H (4.4947, 0.5107, -0.0945)
H (3.6430, 0.2212, -1.6345)
P (-1.2187, 3.2449, -1.1796)
C (-1.3458, 3.5534, 0.5977)
H (-1.4904, 4.6289, 0.7701)
H (-0.4541, 3.2041, 1.1309)
H (-2.2000, 2.9952, 1.0007)
C (-0.2370, 4.6266, -1.8492)
H (-0.1867, 4.5572, -2.9425)
H (0.7861, 4.5707, -1.4578)
H (-0.6931, 5.5834, -1.5629)
C (-2.9062, 3.6094, -1.7671)
H (-3.1281, 4.6764, -1.6164)
H (-3.6130, 2.9977, -1.1925)
H (-3.0063, 3.3558, -2.8302)
P (-2.3394, -2.0435, -0.1812)
C (-2.7465, -2.3318, 1.5271)
H (-3.3700, -3.2341, 1.6028)
H (-3.2969, -1.4785, 1.9412)
H (-1.8371, -2.4841, 2.1222)
C (-3.7145, -2.3190, -1.2900)
H (-4.2233, -3.2488, -0.9889)
H (-3.3673, -2.4179, -2.3290)
H (-4.4223, -1.4779, -1.2206)
C (-0.9106, -2.9835, -0.6888)
H (-1.2024, -4.0453, -0.7315)
H (-0.1000, -2.8533, 0.0452)
H (-0.5628, -2.6626, -1.6831)
Mo (-0.3869, 0.9433, -2.3028)
C (0.7215, 1.1449, -0.5639)
O (1.3111, 1.2162, 0.4409)
C (-1.8282, -0.2079, -0.4484)
O (-2.2151, 0.5787, 0.3954)
C (-1.6682, 0.7765, -3.9908)
C (-1.1464, -0.4895, -3.6702)
C (0.2499, -0.6649, -3.5588)
C (1.1085, 0.4360, -3.7276)
C (0.5862, 1.7014, -4.0224)
C (-0.8026, 1.8740, -4.1529)
H (-2.7418, 0.9215, -4.0553)
H (-1.8166, -1.3233, -3.5076)
H (0.6546, -1.6383, -3.3027)
H (2.1817, 0.3112, -3.5978)
H (1.2464, 2.5610, -4.1151)
H (-1.2117, 2.8486, -4.3859)
C (0.5064, -1.9628, 5.9571)
C (0.2696, -0.9251, 4.8938)
C (1.3395, -0.2140, 4.3388)
C (1.0760, 0.7576, 3.3577)
N (-0.1557, 1.0538, 2.9461)
C (-1.1809, 0.3721, 3.4612)
C (-1.0195, -0.6178, 4.4473)
H (1.1916, -2.7423, 5.5986)
H (0.9560, -1.5157, 6.8550)
H (-0.4391, -2.4354, 6.2414)
H (2.3727, -0.3876, 4.6432)
H (1.9002, 1.3086, 2.8992)
H (-2.1766, 0.6412, 3.1086)
H (-1.9020, -1.1137, 4.8507)

---

(3)
Here is C18H25N5 in the gas phase from the OMol25 dataset. Energies are from the ωB97M-V functional and the def2-TZVPD basis.

For the energy above the lowest of the compared OMol25 structures with the same formula, charge and spin, the calculation gives 0.031 eV. The spin multiplicity is 1. As for the structure (SMILES): CCCCN[C@H]1[C@H](CC)[C@@H](CCC)C(C#N)(C#N)C1(C#N)C#N.

CARTESIAN COORDINATES (ANGSTROEM)
C (-3.8635, -1.5202, 1.1744)
C (-4.8023, -0.4899, 0.5584)
C (-4.1412, 0.8543, 0.2494)
C (-3.0160, 0.7760, -0.7856)
N (-1.7249, 0.6748, -0.1254)
C (-0.5628, 0.7265, -0.9437)
C (0.6656, 1.2238, -0.1383)
C (1.3065, 2.4351, -0.8246)
C (2.4563, 3.0450, -0.0320)
C (1.6504, 0.0458, 0.0272)
C (2.1709, -0.0955, 1.4585)
C (3.1911, -1.2194, 1.6556)
C (4.4908, -0.9968, 0.8905)
C (0.8794, -1.2108, -0.4598)
C (1.7549, -2.2253, -1.0128)
N (2.4390, -3.0111, -1.4794)
C (0.0899, -1.8206, 0.5924)
N (-0.5453, -2.3020, 1.4106)
C (-0.0710, -0.6502, -1.5607)
C (-1.1207, -1.5872, -1.8829)
N (-1.9262, -2.3619, -2.1210)
C (0.6812, -0.3741, -2.7654)
N (1.2709, -0.1057, -3.7064)
H (-3.3543, -1.1112, 2.0450)
H (-3.1212, -1.8595, 0.4558)
H (-4.4272, -2.3933, 1.4939)
H (-5.6290, -0.3069, 1.2488)
H (-5.2261, -0.8983, -0.3617)
H (-4.9106, 1.5319, -0.1247)
H (-3.7344, 1.2884, 1.1647)
H (-2.9900, 1.6995, -1.3737)
H (-3.2085, -0.0562, -1.4786)
H (-1.7129, -0.0785, 0.5517)
H (-0.7794, 1.4089, -1.7738)
H (0.2996, 1.5328, 0.8457)
H (1.6625, 2.1441, -1.8166)
H (0.5334, 3.1949, -0.9575)
H (3.2965, 2.3595, 0.0405)
H (2.8043, 3.9481, -0.5268)
H (2.1308, 3.3099, 0.9716)
H (2.4944, 0.1875, -0.6562)
H (2.6344, 0.8503, 1.7441)
H (1.3251, -0.2632, 2.1316)
H (2.7573, -2.1798, 1.3658)
H (3.4154, -1.2788, 2.7227)
H (4.9078, -0.0186, 1.1221)
H (4.3405, -1.0687, -0.1841)
H (5.2188, -1.7534, 1.1707)

---

(4)
Here is C6H12O in the gas phase from the OMol25 dataset. Energies are from the ωB97M-V functional and the def2-TZVPD basis.

For the energy above the lowest of the compared OMol25 structures with the same formula, charge and spin, the calculation gives 0.457 eV. The spin multiplicity is 1. As for the structure (SMILES): CC(=O)C(C)(C)C.

CARTESIAN COORDINATES (ANGSTROEM)
C (-0.4927, 1.7480, 1.0769)
C (-0.3128, 0.2413, 1.1104)
O (-0.6231, -0.4157, 2.0807)
C (0.1360, -0.4050, -0.1877)
C (-1.2748, -0.3816, -0.8965)
C (0.6734, -1.8144, 0.1057)
C (1.2622, 0.4160, -0.8724)
H (-0.3968, 2.1687, 0.0714)
H (0.2837, 2.1822, 1.7125)
H (-1.4662, 2.0112, 1.4957)
H (-2.0644, -0.0510, -0.2011)
H (-1.5854, -1.3800, -1.2085)
H (-1.3310, 0.3057, -1.7453)
H (1.1466, -2.2593, -0.7786)
H (1.4385, -1.7630, 0.8923)
H (-0.1138, -2.4789, 0.4660)
H (1.9046, 0.8933, -0.1188)
H (0.8911, 1.2052, -1.5332)
H (1.9250, -0.2227, -1.4694)

---

- What is the energy above the lowest of the compared OMol25 structures with the same formula, charge and spin in the first record?
  1.226 eV